[1]
Formula: C2H16NO5
Source: the OMol25 dataset
Level of theory: the ωB97M-V functional and the def2-TZVPD basis

Cartesian coordinates (Å):
C 0.191 0.967 0.484
C -0.219 2.131 0.041
N 0.690 -0.078 -0.399
H 0.347 0.698 1.520
H -0.339 2.954 0.714
H -0.094 2.381 -1.007
H 1.704 -0.174 -0.162
H 0.216 -0.997 -0.198
H 0.748 0.136 -1.391
H -3.124 -0.743 -1.338
H -3.687 -0.922 0.108
O -2.879 -0.896 -0.413
H -0.574 -3.252 -0.045
H -1.125 -2.171 0.949
O -0.348 -2.448 0.434
H -1.870 0.003 2.759
H -1.473 -1.312 3.398
O -1.710 -0.923 2.547
H 2.882 -1.956 0.177
H 4.068 -0.970 0.063
O 3.141 -1.094 -0.175
H 2.170 3.296 -2.810
H 0.762 3.753 -2.606
O 1.323 2.978 -2.473

Values from the calculation:
2S+1: 1
M: 134.15 g mol⁻¹
Electronic energy: -14055.0082 eV
Relative energy (zero: lowest compared OMol25 entry of this formula, charge and spin): 55.9 kJ/mol
Charge: +1
Orbital gap: 11.4 eV
LUMO level: -2.5 eV


[2]
Formula: C2H16O5S
Source: the OMol25 dataset
Level of theory: the ωB97M-V functional and the def2-TZVPD basis

Cartesian coordinates (Å):
C 1.609 4.183 -1.697
C 1.136 3.067 -2.615
S 0.160 3.711 -4.048
H 2.587 4.494 -2.064
H 1.887 3.800 -0.711
H 0.888 4.982 -1.668
H 1.893 2.470 -3.120
H 0.599 2.233 -2.152
H -1.007 3.251 -3.568
H 3.708 2.799 -3.468
H 5.124 2.879 -3.983
O 4.544 2.314 -3.448
H -1.549 -4.126 3.291
H -1.717 -2.681 2.964
O -1.573 -3.260 3.731
H -0.075 -5.853 -1.675
H 0.864 -5.845 -0.591
O -0.009 -5.466 -0.787
H -1.718 -5.183 4.935
H -0.589 -5.912 4.356
O -1.553 -6.000 4.429
H -3.738 -0.898 6.519
H -4.544 0.182 5.947
O -4.034 0.001 6.749

Values from the calculation:
2S+1: 2
M: 152.21 g mol⁻¹
Electronic energy: -23404.5615 eV
Relative energy (zero: lowest compared OMol25 entry of this formula, charge and spin): 85.3 kJ/mol
Charge: -1
Orbital gap (spin up / spin down): 1.5 / 9.5 eV
LUMO level (spin up / spin down): 2.5 / 2.6 eV


[3]
Formula: C2H16O5S
Source: the OMol25 dataset
Level of theory: the ωB97M-V functional and the def2-TZVPD basis

Cartesian coordinates (Å):
C -4.273 -0.330 1.480
S -3.883 0.080 -0.234
C -5.029 -0.650 -1.382
H -3.303 -0.623 1.917
H -4.758 0.279 2.202
H -4.770 -1.247 1.377
H -4.734 -0.651 -2.375
H -5.946 -0.111 -1.339
H -5.139 -1.728 -1.045
H 4.948 5.319 -0.934
H 4.890 3.866 -0.525
O 4.392 4.631 -0.494
H -2.098 -1.756 -0.484
H -1.621 -3.289 -0.026
O -1.440 -2.299 0.086
H 4.252 -1.822 -2.849
H 4.591 -0.664 -3.888
O 4.371 -0.871 -2.982
H 4.760 0.909 0.807
H 6.243 0.961 0.881
O 5.473 1.439 1.112
H 0.945 -1.184 2.506
H 1.131 -0.114 3.566
O 1.002 -0.146 2.623

Values from the calculation:
2S+1: 1
M: 152.21 g mol⁻¹
Electronic energy: -23404.7890 eV
Relative energy (zero: lowest compared OMol25 entry of this formula, charge and spin): 212.0 kJ/mol
Charge: 0
Orbital gap: 9.3 eV
LUMO level: 0.6 eV


[4]
Formula: C2H16O6
Source: the OMol25 dataset
Level of theory: the ωB97M-V functional and the def2-TZVPD basis

Cartesian coordinates (Å):
C -0.963 -2.560 0.351
C 0.321 -2.496 0.159
H -1.666 -1.835 0.793
H -1.596 -3.412 0.020
H 0.859 -1.592 0.330
H 0.823 -3.335 -0.199
H 0.948 0.946 -0.983
H 1.960 2.167 -0.887
O 1.920 1.171 -0.976
H -0.160 -0.554 -2.551
H -1.476 -0.090 -2.248
O -0.578 0.206 -2.354
H -0.860 -0.948 1.875
H 0.294 0.056 2.045
O -0.665 -0.079 2.273
H 0.224 2.827 -1.758
H -0.439 2.188 -0.670
O 0.170 2.907 -0.849
H 2.700 0.413 1.999
H 1.872 0.487 0.568
O 1.854 0.225 1.512
H -2.332 1.689 0.312
H -1.390 0.673 1.047
O -1.817 0.946 0.190

Values from the calculation:
2S+1: 1
M: 136.14 g mol⁻¹
Electronic energy: -14617.4176 eV
Relative energy (zero: lowest compared OMol25 entry of this formula, charge and spin): 170.6 kJ/mol
Charge: 0
Orbital gap: 11.2 eV
LUMO level: 0.6 eV


[5]
Formula: C2H16O7
Source: the OMol25 dataset
Level of theory: the ωB97M-V functional and the def2-TZVPD basis

Cartesian coordinates (Å):
C 3.762 1.526 0.705
C 2.718 0.407 0.245
O 2.084 0.693 -0.950
O 3.171 2.859 0.570
H 4.754 1.404 0.270
H 4.072 1.513 1.750
H 1.898 0.382 0.963
H 3.128 -0.603 0.269
H 1.223 0.272 -0.891
H 2.523 2.959 1.271
O -1.685 2.201 -1.407
H -1.317 2.835 -0.792
H -1.095 1.449 -1.359
O -2.339 -2.676 -1.707
H -2.485 -3.537 -1.315
H -2.303 -2.844 -2.649
O -1.199 -0.706 1.884
H -1.190 -0.346 2.771
H -2.124 -0.871 1.700
O -3.446 -1.362 0.512
H -4.365 -1.630 0.553
H -3.106 -1.791 -0.273
O -0.614 -0.508 -0.888
H -0.876 -0.452 0.031
H -1.191 -1.173 -1.263

Values from the calculation:
2S+1: 1
M: 152.14 g mol⁻¹
Electronic energy: -16665.3896 eV
Relative energy (zero: lowest compared OMol25 entry of this formula, charge and spin): 69.1 kJ/mol
Charge: 0
Orbital gap: 9.4 eV
LUMO level: -0.1 eV


[6]
Formula: C2H17NO10
Source: the OMol25 dataset
Level of theory: the ωB97M-V functional and the def2-TZVPD basis

Cartesian coordinates (Å):
O 2.856 1.382 -1.241
C 2.274 0.706 -0.394
N 1.353 -0.286 -0.835
C 0.684 -0.347 -2.108
O 1.416 0.245 -3.081
O -0.415 -0.796 -2.303
H 2.241 0.763 0.746
H 0.997 -0.952 -0.186
H 2.108 0.847 -2.883
H 2.129 -3.293 2.457
H 2.013 -2.322 1.280
O 1.594 -2.544 2.140
H -0.593 1.679 0.550
H 0.420 2.272 -0.551
O 0.310 1.873 0.311
H -1.795 1.526 4.186
H -2.725 1.454 2.928
O -1.936 1.069 3.339
H 1.727 -2.202 -2.618
H 3.110 -1.989 -2.100
O 2.365 -2.563 -1.956
H -2.638 2.809 0.350
H -3.456 1.555 0.884
O -2.971 2.396 1.128
H -2.849 -0.837 -1.462
H -2.245 0.579 -1.587
O -2.974 0.114 -1.474
H -1.231 -0.565 2.039
H -0.860 -1.750 1.249
O -0.910 -0.821 1.192

Values from the calculation:
2S+1: 1
M: 215.16 g mol⁻¹
Electronic energy: -24314.6391 eV
Relative energy (zero: lowest compared OMol25 entry of this formula, charge and spin): 143.6 kJ/mol
Charge: 0
Orbital gap: 10.6 eV
LUMO level: 0.3 eV


[7]
Formula: C2H18NO5
Source: the OMol25 dataset
Level of theory: the ωB97M-V functional and the def2-TZVPD basis

Cartesian coordinates (Å):
C 2.004 -1.510 -2.094
C 1.144 -0.294 -2.388
N 0.098 0.068 -1.370
H 3.044 -1.272 -1.855
H 1.611 -2.146 -1.303
H 2.254 -2.003 -3.036
H 1.768 0.582 -2.510
H 0.602 -0.460 -3.298
H -0.704 0.490 -1.834
H 0.427 0.742 -0.683
H -0.275 -0.799 -1.002
H -0.926 1.782 4.030
H -0.789 0.318 3.415
O -1.046 1.230 3.255
H -1.913 -0.296 0.558
H -1.786 -1.618 1.272
O -1.551 -1.186 0.439
H -2.443 2.339 0.594
H -1.526 1.635 1.501
O -1.877 1.552 0.589
H 1.984 3.604 -1.984
H 2.398 2.671 -0.892
O 1.751 2.747 -1.604
H -0.790 -3.068 3.723
H -2.193 -2.618 3.359
O -1.265 -2.487 3.118

Values from the calculation:
2S+1: 1
M: 136.17 g mol⁻¹
Electronic energy: -14088.2570 eV
Relative energy (zero: lowest compared OMol25 entry of this formula, charge and spin): 44.5 kJ/mol
Charge: +1
Orbital gap: 12.0 eV
LUMO level: -2.6 eV


[8]
Formula: C2H19NO10
Source: the OMol25 dataset
Level of theory: the ωB97M-V functional and the def2-TZVPD basis

Cartesian coordinates (Å):
O -2.395 -0.303 -2.563
C -1.360 0.073 -2.059
N -0.510 -0.894 -1.552
C -1.007 -2.220 -1.301
O -0.916 -3.084 -2.114
H -0.969 1.088 -2.010
H 0.310 -0.619 -1.029
H -1.722 -2.292 -0.465
H -1.345 3.073 0.331
H -0.241 4.255 0.333
O -0.422 3.320 0.244
H 1.698 -1.726 -2.732
H 2.365 -1.020 -1.450
O 2.497 -1.553 -2.231
H 3.034 1.119 0.182
H 1.888 1.489 1.153
O 2.836 1.580 1.013
H -2.330 -1.091 2.332
H -0.833 -1.043 2.163
O -1.615 -0.475 2.124
H 2.090 1.966 -1.258
H 2.418 1.059 -2.439
O 2.251 1.040 -1.488
H -0.423 -0.853 4.018
H 1.039 -0.399 4.130
O 0.477 -1.181 3.948
H -3.390 1.018 -0.539
H -2.571 0.486 0.623
O -3.174 1.209 0.383
H 2.345 1.640 2.914
H 2.490 0.253 2.994
O 2.028 0.934 3.509

Values from the calculation:
2S+1: 1
M: 217.17 g mol⁻¹
Electronic energy: -24346.8866 eV
Relative energy (zero: lowest compared OMol25 entry of this formula, charge and spin): 189.0 kJ/mol
Charge: 0
Orbital gap: 10.8 eV
LUMO level: -0.1 eV


[9]
Formula: C2H2
Source: the OMol25 dataset
Level of theory: the ωB97M-V functional and the def2-TZVPD basis

Cartesian coordinates (Å):
C -0.314 -0.289 0.473
C 0.069 0.259 -0.538
H -0.354 -0.827 1.342
H 0.599 0.857 -1.277

Values from the calculation:
2S+1: 1
M: 26.04 g mol⁻¹
Electronic energy: -2103.8969 eV
Relative energy (zero: lowest compared OMol25 entry of this formula, charge and spin): 17.2 kJ/mol
Charge: 0
Orbital gap: 12.1 eV
LUMO level: 1.3 eV


[10]
Formula: C2H20N2O7
Source: the OMol25 dataset
Level of theory: the ωB97M-V functional and the def2-TZVPD basis

Cartesian coordinates (Å):
C 0.187 -0.235 -1.787
C 1.156 -1.153 -1.918
N 2.073 -1.379 -0.893
N -0.903 -0.246 -2.702
H 0.335 0.542 -1.058
H 1.255 -1.840 -2.750
H 3.026 -1.628 -1.093
H 1.969 -0.769 -0.099
H -1.241 -1.123 -3.043
H -1.077 0.575 -3.258
H 0.540 1.250 1.947
H 0.559 0.940 3.412
O 1.117 1.306 2.719
H 0.496 -3.199 2.459
H -0.331 -1.952 2.681
O -0.417 -2.901 2.537
H -2.200 -3.337 0.649
H -0.741 -3.175 0.499
O -1.558 -2.999 0.014
H -1.663 0.521 0.763
H -1.178 -0.860 0.828
O -1.044 -0.020 1.306
H 1.359 2.732 -0.189
H 2.418 2.636 -1.326
O 1.936 2.118 -0.679
H -0.209 3.207 0.897
H 0.836 3.304 1.984
O 0.508 3.778 1.201
H -3.088 1.701 -0.942
H -1.872 0.889 -1.479
O -2.246 1.317 -0.679

Values from the calculation:
2S+1: 1
M: 184.19 g mol⁻¹
Electronic energy: -19711.0536 eV
Relative energy (zero: lowest compared OMol25 entry of this formula, charge and spin): 0.0 kJ/mol
Charge: 0
Orbital gap: 7.7 eV
LUMO level: 0.4 eV


[11]
Formula: C2H20N4O8
Source: the OMol25 dataset
Level of theory: the ωB97M-V functional and the def2-TZVPD basis

Cartesian coordinates (Å):
O -27.071 -15.385 -7.222
H -27.780 -15.121 -7.808
H -26.574 -14.581 -7.070
O -25.176 -14.320 -4.723
H -25.585 -13.996 -3.921
H -25.514 -15.210 -4.823
O -27.012 -11.879 -5.704
H -26.148 -12.167 -5.408
H -27.555 -11.900 -4.916
O -21.144 -14.639 -7.694
H -20.975 -13.939 -8.325
H -21.849 -14.299 -7.142
O -20.414 -11.728 -4.725
H -19.915 -11.207 -4.095
H -21.322 -11.453 -4.597
O -23.426 -12.994 -6.354
H -23.267 -12.148 -5.935
H -24.340 -13.194 -6.152
C -23.805 -9.385 -5.621
O -23.503 -10.523 -5.257
N -23.214 -8.761 -6.615
N -24.746 -8.690 -5.127
H -22.642 -9.409 -7.137
H -23.262 -7.761 -6.746
H -25.136 -7.803 -5.410
H -25.256 -9.053 -4.334
C -22.548 -11.723 -10.011
O -21.387 -12.128 -9.893
N -23.369 -11.587 -8.995
N -23.108 -11.468 -11.154
H -23.113 -11.874 -8.061
H -24.293 -11.201 -9.124
H -22.514 -11.470 -11.972
H -24.037 -11.131 -11.364

Values from the calculation:
2S+1: 1
M: 228.20 g mol⁻¹
Electronic energy: -24740.4742 eV
Relative energy (zero: lowest compared OMol25 entry of this formula, charge and spin): 131.8 kJ/mol
Charge: 0
Orbital gap: 9.5 eV
LUMO level: 0.0 eV


[12]
Formula: C2H20NO13Pt
Source: the OMol25 dataset
Level of theory: the ωB97M-V functional and the def2-TZVPD basis

Cartesian coordinates (Å):
Pt 37.173 -0.465 -17.406
O 36.626 -2.368 -16.786
C 35.844 -2.231 -15.634
C 35.487 -0.797 -15.158
O 36.199 0.335 -15.611
H 36.395 -2.718 -14.816
H 34.857 -2.686 -15.782
H 35.449 -0.738 -14.062
H 34.463 -0.609 -15.526
N 39.371 0.995 -15.569
O 39.155 2.070 -16.161
O 39.901 0.959 -14.462
O 38.983 -0.088 -16.097
O 37.676 0.192 -12.233
H 37.199 -0.049 -13.038
H 38.191 0.965 -12.487
O 42.211 -0.417 -12.825
H 42.967 0.167 -12.930
H 41.504 0.022 -13.319
O 38.873 5.052 -15.191
H 39.694 4.530 -15.244
H 39.048 5.716 -14.517
O 41.327 3.017 -12.968
H 41.078 3.350 -13.839
H 40.529 3.112 -12.441
O 39.802 2.257 -18.813
H 39.565 2.179 -17.861
H 40.763 2.237 -18.831
O 41.835 -0.022 -17.470
H 41.066 -0.399 -17.913
H 41.831 -0.434 -16.598
O 39.826 -2.134 -13.016
H 39.636 -1.251 -13.359
H 40.756 -2.103 -12.766
O 41.477 3.961 -15.844
H 41.363 3.298 -16.538
H 41.564 4.798 -16.313

Values from the calculation:
2S+1: 3
M: 461.25 g mol⁻¹
Electronic energy: -33747.6909 eV
Charge: -1
Orbital gap (spin up / spin down): 7.5 / 7.2 eV
LUMO level (spin up / spin down): 1.9 / 1.8 eV


The highest 2S+1 belongs to which entry? C2H20NO13Pt


Number 7 is which compound? C2H18NO5


What is the 2S+1 in the ninth record? 1


charge of number 5 (C2H16O7)? 0